This record from OMol25 describes a 16-piece molecular cluster, C62H168N12O23 overall at a distorted geometry. The level of theory is ωB97M-V with the def2-TZVPD basis set.

- LUMO energy: 0.54 eV
- Frontier orbital gap: 9.28 eV
- Spin multiplicity: 1

Last columns: bonded neighbours and bond lengths (Å).
Geometry (Å):
1 C -6.04926 2.70511 -0.63232  C2 1.515, O4 1.397, H5 1.058, H6 1.119
2 C -4.76696 3.49960 -0.48700  C1 1.515, O3 1.398, H7 1.110, H8 1.084
3 O -3.74159 2.88304 0.23525  C2 1.398, H9 0.977
4 O -5.74413 1.42493 -1.10102  C1 1.397, H10 0.964
5 H -6.64623 3.09394 -1.41386  C1 1.058
6 H -6.64851 2.68858 0.31248  C1 1.119
7 H -4.95799 4.52557 -0.10811  C2 1.110
8 H -4.37691 3.65853 -1.48560  C2 1.084
9 H -3.79298 2.93087 1.20964  O3 0.977
10 H -5.21141 0.97622 -0.43401  O4 0.964
11 C 1.06926 4.11431 3.58907  C12 1.528, O14 1.470, H15 1.056, H16 1.095
12 C 1.07832 5.63088 3.77331  C11 1.528, O13 1.416, H17 1.112, H18 1.070
13 O 1.54974 6.30270 2.61980  C12 1.416, H19 0.940
14 O 0.03559 3.76296 2.60451  C11 1.470, H20 0.962
15 H 0.82181 3.70985 4.53226  C11 1.056
16 H 1.99763 3.66784 3.21806  C11 1.095
17 H 1.72041 5.99212 4.60670  C12 1.112
18 H 0.09685 5.96824 4.03469  C12 1.070
19 H 0.96348 6.20707 1.89151  O13 0.940
20 H 0.19698 2.85897 2.31784  O14 0.962
21 C 3.87957 1.42867 6.12231  C22 1.546, O24 1.379, H25 1.067, H26 1.070
22 C 2.60535 1.50184 6.99497  C21 1.546, O23 1.426, H27 1.090, H28 1.119
23 O 1.56321 0.63601 6.55038  C22 1.426, H29 0.987
24 O 3.50285 1.69346 4.82252  C21 1.379, H30 0.956
25 H 4.37937 0.49099 6.22065  C21 1.067
26 H 4.52267 2.21281 6.46464  C21 1.070
27 H 2.33913 2.55275 6.87713  C22 1.090
28 H 2.92273 1.37120 8.06034  C22 1.119
29 H 1.63635 0.59409 5.56666  O23 0.987
30 H 4.11506 1.26719 4.22512  O24 0.956
31 C 5.14126 3.10623 0.55487  C32 1.494, O34 1.454, H35 1.109, H36 1.077
32 C 3.81217 2.92456 1.21212  C31 1.494, O33 1.429, H37 1.110, H38 1.114
33 O 2.97198 2.09257 0.41056  C32 1.429, H39 0.934
34 O 6.17627 2.10093 0.73334  C31 1.454, H40 0.968
35 H 5.44651 4.07791 0.99283  C31 1.109
36 H 4.97657 3.30993 -0.48976  C31 1.077
37 H 3.37104 3.93809 1.31868  C32 1.110
38 H 3.91840 2.62190 2.27902  C32 1.114
39 H 2.15336 1.96609 0.84202  O33 0.934
40 H 5.84679 1.29761 0.30625  O34 0.968
41 C 1.53344 -2.91129 2.65819  O42 1.435, H50 1.082, H51 1.101, H52 1.104
42 O 1.47591 -1.47796 2.64756  C41 1.435, C43 1.402
43 C 0.29120 -1.05994 3.26909  O42 1.402, C44 1.501, H53 1.134, H54 1.079
44 C 0.33144 0.43918 3.21203  C43 1.501, N45 1.491, H55 1.106, H56 1.070
45 N 0.34142 1.06125 1.85650  C44 1.491, C46 1.465, H57 1.012
46 C -0.97267 1.02276 1.21059  N45 1.465, C47 1.479, H58 1.093, H59 1.106
47 C -0.88515 1.67934 -0.11126  C46 1.479, O48 1.492, H60 1.075, H61 1.101
48 O -0.19792 0.66620 -0.96423  C47 1.492, C49 1.448
49 C 0.09870 1.13446 -2.30151  O48 1.448, H62 1.091, H63 1.072, H64 1.110
50 H 2.44338 -3.22813 2.16483  C41 1.082
51 H 0.68374 -3.35017 2.11209  C41 1.101
52 H 1.45023 -3.32767 3.67712  C41 1.104
53 H 0.21814 -1.31398 4.37233  C43 1.134
54 H -0.60640 -1.45513 2.82040  C43 1.079
55 H 1.27162 0.76544 3.69514  C44 1.106
56 H -0.49407 0.87425 3.73502  C44 1.070
57 H 0.89147 0.48201 1.23595  N45 1.012
58 H -1.72222 1.61248 1.74533  C46 1.093
59 H -1.33393 -0.01004 1.05140  C46 1.106
60 H -0.31802 2.59055 -0.05437  C47 1.075
61 H -1.92039 1.85558 -0.44323  C47 1.101
62 H 0.54963 2.12784 -2.33329  C49 1.091
63 H -0.77061 1.05927 -2.92421  C49 1.072
64 H 0.83181 0.41956 -2.73049  C49 1.110
65 C -3.14072 -0.89513 -1.15997  O66 1.456, H74 1.073, H75 1.115, H76 1.084
66 O -3.84513 -0.58995 0.07760  C65 1.456, C67 1.375
67 C -4.09803 -1.76251 0.75037  O66 1.375, C68 1.506, H77 1.086, H78 1.071
68 C -4.74948 -1.45137 2.07152  C67 1.506, N69 1.491, H79 1.110, H80 1.066
69 N -3.75753 -0.80559 2.97776  C68 1.491, C70 1.470, H81 1.021
70 C -4.10668 -0.78568 4.40565  N69 1.470, C71 1.514, H82 1.093, H83 1.120
71 C -3.05610 -0.21704 5.33610  C70 1.514, O72 1.426, H84 1.119, H85 1.122
72 O -2.70079 1.09963 4.92018  C71 1.426, C73 1.431
73 C -1.86896 1.77613 5.86832  O72 1.431, H86 1.121, H87 1.077, H88 1.105
74 H -2.26951 -1.46871 -0.90906  C65 1.073
75 H -2.89289 0.07349 -1.65248  C65 1.115
76 H -3.74673 -1.43691 -1.87782  C65 1.084
77 H -3.14758 -2.22559 0.99956  C67 1.086
78 H -4.67169 -2.46625 0.18197  C67 1.071
79 H -5.21552 -2.33462 2.55657  C68 1.110
80 H -5.57871 -0.78669 1.98840  C68 1.066
81 H -3.59678 0.13828 2.62245  N69 1.021
82 H -4.29561 -1.83146 4.66130  C70 1.093
83 H -5.14181 -0.41225 4.61597  C70 1.120
84 H -2.15592 -0.87996 5.37650  C71 1.119
85 H -3.41342 -0.16753 6.39825  C71 1.122
86 H -0.99853 1.19406 6.26934  C73 1.121
87 H -2.48107 2.03461 6.71587  C73 1.077
88 H -1.48072 2.66186 5.33315  C73 1.105
89 C 4.34857 6.38237 -5.87476  O90 1.415, H98 1.074, H99 1.085, H100 1.134
90 O 3.52187 7.14402 -5.01561  C89 1.415, C91 1.394
91 C 3.43522 6.59548 -3.73681  O90 1.394, C92 1.526, H101 1.080, H102 1.095
92 C 2.46254 7.38993 -2.87065  C91 1.526, N93 1.466, H103 1.038, H104 1.091
93 N 2.42254 6.58392 -1.64621  C92 1.466, C94 1.446, H105 0.997
94 C 1.58394 6.96492 -0.53149  N93 1.446, C95 1.545, H106 1.142, H107 1.080
95 C 0.23823 6.22204 -0.68373  C94 1.545, O96 1.436, H108 1.163, H109 1.119
96 O -0.49007 6.27235 0.55332  C95 1.436, C97 1.412
97 C -1.71161 5.56439 0.55987  O96 1.412, H110 1.051, H111 1.075, H112 1.077
98 H 4.21004 6.67475 -6.89844  C89 1.074
99 H 4.08383 5.33753 -5.75048  C89 1.085
100 H 5.44222 6.56894 -5.63958  C89 1.134
101 H 4.38694 6.55743 -3.22877  C91 1.080
102 H 3.06348 5.56747 -3.80450  C91 1.095
103 H 1.56678 7.49404 -3.38549  C92 1.038
104 H 2.88452 8.37832 -2.68299  C92 1.091
105 H 3.35127 6.47204 -1.30137  N93 0.997
106 H 1.41640 8.09463 -0.52082  C94 1.142
107 H 2.12011 6.61516 0.33888  C94 1.080
108 H 0.48509 5.12147 -0.96825  C95 1.163
109 H -0.30888 6.77585 -1.48764  C95 1.119
110 H -1.57890 4.52898 0.43653  C97 1.051
111 H -2.38778 5.96329 -0.17398  C97 1.075
112 H -2.11770 5.72007 1.54556  C97 1.077
113 C 3.25175 -5.50513 0.28401  C114 1.513, H119 1.128, H120 1.068, H121 1.106
114 C 2.71486 -5.09350 -1.06905  C113 1.513, C115 1.509, N118 1.469, H122 1.100
115 C 2.16194 -3.69175 -1.14381  C114 1.509, O116 1.432, H123 1.121, H124 1.112
116 O 0.96465 -3.58810 -0.36424  C115 1.432, C117 1.426
117 C 0.49836 -2.24862 -0.21870  O116 1.426, H125 1.098, H126 1.109, H127 1.098
118 N 3.81797 -5.17611 -2.03636  C114 1.469, H128 0.994, H129 1.010
119 H 4.01644 -4.73766 0.59696  C113 1.128
120 H 3.75249 -6.44812 0.27872  C113 1.068
121 H 2.42416 -5.52075 1.01808  C113 1.106
122 H 1.91099 -5.79977 -1.32492  C114 1.100
123 H 1.89228 -3.36092 -2.18045  C115 1.121
124 H 2.89580 -2.96319 -0.73556  C115 1.112
125 H 0.16644 -1.71431 -1.11911  C117 1.098
126 H 1.33581 -1.65293 0.19764  C117 1.109
127 H -0.30993 -2.25602 0.52368  C117 1.098
128 H 4.58103 -4.65613 -1.66854  N118 0.994
129 H 4.14499 -6.10638 -2.25583  N118 1.010
130 C -4.65164 -6.28332 2.68150  C131 1.487, H136 1.135, H137 1.098, H138 1.097
131 C -3.71669 -7.37878 2.31116  C130 1.487, C132 1.552, N135 1.460, H139 1.097
132 C -2.35438 -6.81364 1.82726  C131 1.552, O133 1.418, H140 1.117, H141 1.089
133 O -2.44955 -5.86427 0.77871  C132 1.418, C134 1.402
134 C -1.25850 -5.40159 0.20243  O133 1.402, H142 1.086, H143 1.110, H144 1.102
135 N -3.39703 -8.19855 3.47627  C131 1.460, H145 1.027, H146 1.001
136 H -4.20546 -5.67067 3.52634  C130 1.135
137 H -5.61767 -6.68725 3.01102  C130 1.098
138 H -4.98473 -5.61303 1.87895  C130 1.097
139 H -4.17647 -7.93545 1.48576  C131 1.097
140 H -1.73262 -7.68449 1.50632  C132 1.117
141 H -1.90139 -6.29066 2.66760  C132 1.089
142 H -0.58453 -4.89358 0.88601  C134 1.086
143 H -1.44065 -4.72036 -0.65448  C134 1.110
144 H -0.77340 -6.24148 -0.32061  C134 1.102
145 H -4.20893 -8.74999 3.77839  N135 1.027
146 H -2.74905 -8.91853 3.22402  N135 1.001
147 C 0.75345 -6.28655 -4.00024  C148 1.560, H153 1.096, H154 1.108, H155 1.063
148 C -0.21949 -5.28593 -4.69614  C147 1.560, C149 1.500, N152 1.470, H156 1.057
149 C -0.38834 -4.08309 -3.81554  C148 1.500, O150 1.420, H157 1.064, H158 1.070
150 O -1.43697 -3.28543 -4.34387  C149 1.420, C151 1.463
151 C -1.41044 -1.89328 -3.89645  O150 1.463, H159 1.114, H160 1.082, H161 1.070
152 N 0.30035 -4.93444 -6.02541  C148 1.470, H162 1.013, H163 1.038
153 H 1.73839 -5.81717 -3.89351  C147 1.096
154 H 0.77694 -7.14623 -4.69903  C147 1.108
155 H 0.43316 -6.60931 -3.03974  C147 1.063
156 H -1.12937 -5.79134 -4.88297  C148 1.057
157 H 0.54568 -3.57328 -3.80456  C149 1.064
158 H -0.58099 -4.28024 -2.78151  C149 1.070
159 H -2.34188 -1.37899 -4.22487  C151 1.114
160 H -0.58341 -1.47708 -4.45727  C151 1.082
161 H -1.23723 -1.80322 -2.84405  C151 1.070
162 H 1.10569 -4.32379 -5.95773  N152 1.013
163 H -0.36865 -4.25811 -6.44028  N152 1.038
164 C 0.84479 -2.96031 7.21937  C165 1.549, H170 1.090, H171 1.107, H172 1.096
165 C -0.59838 -3.51989 7.28260  C164 1.549, C166 1.545, N169 1.465, H173 1.107
166 C -0.67347 -4.85822 6.51422  C165 1.545, O167 1.394, H174 1.105, H175 1.111
167 O -0.48203 -4.74498 5.13764  C166 1.394, C168 1.397
168 C -1.47576 -4.06270 4.43177  O167 1.397, H176 1.093, H177 1.087, H178 1.107
169 N -1.23298 -3.67311 8.59361  C165 1.465, H179 1.013, H180 0.987
170 H 0.94427 -2.09157 7.87020  C164 1.090
171 H 0.92180 -2.53204 6.20185  C164 1.107
172 H 1.61646 -3.69811 7.46749  C164 1.096
173 H -1.26191 -2.74835 6.84586  C165 1.107
174 H -1.60299 -5.41195 6.73913  C166 1.105
175 H 0.14422 -5.55190 6.80590  C166 1.111
176 H -2.34689 -4.72234 4.40752  C168 1.093
177 H -1.20450 -3.87075 3.39642  C168 1.087
178 H -1.63292 -3.08055 4.91786  C168 1.107
179 H -1.12514 -2.81091 9.11430  N169 1.013
180 H -0.80347 -4.38884 9.11964  N169 0.987
181 C 2.67124 -1.35522 -4.00393  C182 1.521, H187 1.119, H188 1.095, H189 1.065
182 C 2.82778 -1.50894 -5.50908  C181 1.521, C183 1.518, N186 1.459, H190 1.095
183 C 3.98097 -0.67464 -6.03716  C182 1.518, O184 1.415, H191 1.106, H192 1.081
184 O 3.81727 -0.44386 -7.42341  C183 1.415, C185 1.492
185 C 4.79467 0.49291 -8.05136  O184 1.492, H193 1.101, H194 1.092, H195 1.105
186 N 3.03358 -2.87266 -5.98570  C182 1.459, H196 1.024, H197 1.016
187 H 3.53518 -1.67272 -3.36821  C181 1.119
188 H 1.82281 -1.99672 -3.74468  C181 1.095
189 H 2.33445 -0.36543 -3.79905  C181 1.065
190 H 1.95384 -1.09171 -6.02031  C182 1.095
191 H 4.94126 -1.22365 -6.02460  C183 1.106
192 H 4.07394 0.23466 -5.45912  C183 1.081
193 H 4.42213 0.79879 -9.04164  C185 1.101
194 H 5.73095 -0.04088 -8.22910  C185 1.092
195 H 4.89907 1.41795 -7.45655  C185 1.105
196 H 4.01967 -3.07583 -5.80096  N186 1.024
197 H 2.99990 -2.95118 -6.99766  N186 1.016
198 C -5.00061 -3.16989 -8.29944  C199 1.515, H204 1.090, H205 1.079, H206 1.097
199 C -4.03847 -2.13612 -7.75000  C198 1.515, C200 1.534, N203 1.424, H207 1.088
200 C -4.74733 -1.18204 -6.78054  C199 1.534, O201 1.406, H208 1.108, H209 1.098
201 O -3.81755 -0.23925 -6.30718  C200 1.406, C202 1.453
202 C -4.37879 0.52069 -5.20366  O201 1.453, H210 1.088, H211 1.078, H212 1.131
203 N -2.89114 -2.73769 -7.15864  C199 1.424, H213 0.993, H214 1.019
204 H -5.21430 -3.85504 -7.47916  C198 1.090
205 H -4.50770 -3.70136 -9.09933  C198 1.079
206 H -5.90681 -2.69938 -8.70074  C198 1.097
207 H -3.82020 -1.46590 -8.57933  C199 1.088
208 H -5.15306 -1.77010 -5.93393  C200 1.108
209 H -5.57796 -0.64666 -7.25829  C200 1.098
210 H -5.20638 1.15081 -5.52253  C202 1.088
211 H -3.62185 1.21631 -4.87864  C202 1.078
212 H -4.68518 -0.14050 -4.33927  C202 1.131
213 H -2.22324 -2.08753 -6.81671  N203 0.993
214 H -3.23514 -3.13310 -6.28491  N203 1.019
215 C 4.83515 -1.81210 3.61916  C216 1.500, H221 1.127, H222 1.096, H223 1.080
216 C 5.35807 -0.79623 2.64791  C215 1.500, C217 1.548, N220 1.428, H224 1.079
217 C 4.31748 -0.73703 1.50345  C216 1.548, O218 1.432, H225 1.084, H226 1.093
218 O 4.97490 -0.20286 0.34904  C217 1.432, C219 1.403
219 C 4.27109 -0.56119 -0.81027  O218 1.403, H227 1.098, H228 1.110, H229 1.066
220 N 5.46073 0.43189 3.36988  C216 1.428, H230 0.997, H231 1.017
221 H 3.93723 -1.40517 4.16546  C215 1.127
222 H 5.56967 -2.02870 4.40393  C215 1.096
223 H 4.52448 -2.75221 3.18875  C215 1.080
224 H 6.29338 -1.16699 2.25794  C216 1.079
225 H 3.45962 -0.11568 1.73457  C217 1.084
226 H 4.05734 -1.76055 1.22207  C217 1.093
227 H 3.19142 -0.37699 -0.73464  C219 1.098
228 H 4.44481 -1.64780 -0.95227  C219 1.110
229 H 4.62476 -0.06776 -1.68664  C219 1.066
230 H 6.29169 0.47065 3.91866  N220 0.997
231 H 5.57665 1.13388 2.64307  N220 1.017
232 C -0.02890 1.52737 -6.02254  C233 1.574, H238 1.078, H239 1.112, H240 1.097
233 C 1.05893 2.59761 -6.40639  C232 1.574, C234 1.521, N237 1.455, H241 1.106
234 C 1.64957 3.19843 -5.13973  C233 1.521, O235 1.449, H242 1.115, H243 1.069
235 O 2.14112 2.15884 -4.25874  C234 1.449, C236 1.430
236 C 2.90367 2.66732 -3.16058  O235 1.430, H244 1.088, H245 1.071, H246 1.071
237 N 2.01587 2.06513 -7.36391  C233 1.455, H247 1.019, H248 1.030
238 H 0.36659 0.54265 -5.83512  C232 1.078
239 H -0.69777 1.39734 -6.90088  C232 1.112
240 H -0.59421 1.93356 -5.17515  C232 1.097
241 H 0.63703 3.41815 -7.01644  C233 1.106
242 H 0.86063 3.80173 -4.63331  C234 1.115
243 H 2.35874 3.93696 -5.44567  C234 1.069
244 H 3.87316 2.95843 -3.55951  C236 1.088
245 H 3.06953 1.89726 -2.43500  C236 1.071
246 H 2.39474 3.48030 -2.68365  C236 1.071
247 H 2.47993 1.20269 -7.08123  N237 1.019
248 H 2.67689 2.79281 -7.67151  N237 1.030
249 C -5.65180 3.03277 3.78566  C250 1.515, H255 1.063, H256 1.083, H257 1.120
250 C -4.47300 3.94626 3.51992  C249 1.515, C251 1.498, N254 1.463, H258 1.120
251 C -4.23963 4.71386 4.78463  C250 1.498, O252 1.412, H259 1.118, H260 1.090
252 O -3.32289 5.77850 4.64034  C251 1.412, C253 1.477
253 C -2.66831 6.23001 5.88441  O252 1.477, H261 1.044, H262 1.112, H263 1.138
254 N -3.34438 3.17433 3.00048  C250 1.463, H264 1.045, H265 1.015
255 H -6.47799 3.63037 4.08637  C249 1.063
256 H -5.39774 2.21222 4.44578  C249 1.083
257 H -5.99155 2.53384 2.84183  C249 1.120
258 H -4.73042 4.71997 2.75231  C250 1.120
259 H -3.73849 3.94530 5.42413  C251 1.118
260 H -5.12268 4.99940 5.35578  C251 1.090
261 H -2.65584 5.47770 6.60846  C253 1.044
262 H -3.15692 7.20758 6.09040  C253 1.112
263 H -1.63926 6.56452 5.53257  C253 1.138
264 H -2.43908 3.69551 3.03805  N254 1.045
265 H -3.22651 2.28886 3.48265  N254 1.015

Here are the Löwdin charges for atoms 1 to 99, given in e: atom 1 (C): -0.2565, atom 2 (C): -0.2570, atom 3 (O): -0.1036, atom 4 (O): -0.0641, atom 5 (H): 0.1035, atom 6 (H): 0.1197, atom 7 (H): 0.1210, atom 8 (H): 0.1154, atom 9 (H): 0.0336, atom 10 (H): 0.0489, atom 11 (C): -0.1741, atom 12 (C): -0.2137, atom 13 (O): -0.0659, atom 14 (O): -0.0878, atom 15 (H): 0.0855, atom 16 (H): 0.0993, atom 17 (H): 0.1319, atom 18 (H): 0.0911, atom 19 (H): 0.0108, atom 20 (H): 0.0069, atom 21 (C): -0.2720, atom 22 (C): -0.2236, atom 23 (O): -0.0894, atom 24 (O): -0.0904, atom 25 (H): 0.1063, atom 26 (H): 0.1082, atom 27 (H): 0.1048, atom 28 (H): 0.1300, atom 29 (H): 0.0570, atom 30 (H): 0.0055, atom 31 (C): -0.2141, atom 32 (C): -0.2360, atom 33 (O): -0.0459, atom 34 (O): -0.0765, atom 35 (H): 0.1272, atom 36 (H): 0.1095, atom 37 (H): 0.1175, atom 38 (H): 0.1122, atom 39 (H): 0.0206, atom 40 (H): 0.0388, atom 41 (C): -0.0788, atom 42 (O): -0.1926, atom 43 (C): -0.2287, atom 44 (C): -0.1488, atom 45 (N): -0.0380, atom 46 (C): -0.1962, atom 47 (C): -0.1602, atom 48 (O): -0.2191, atom 49 (C): -0.0687, atom 50 (H): 0.0655, atom 51 (H): 0.0626, atom 52 (H): 0.0970, atom 53 (H): 0.1287, atom 54 (H): 0.1047, atom 55 (H): 0.1091, atom 56 (H): 0.0977, atom 57 (H): 0.0891, atom 58 (H): 0.1085, atom 59 (H): 0.1206, atom 60 (H): 0.1071, atom 61 (H): 0.1056, atom 62 (H): 0.0753, atom 63 (H): 0.0667, atom 64 (H): 0.0743, atom 65 (C): -0.0597, atom 66 (O): -0.1933, atom 67 (C): -0.2581, atom 68 (C): -0.1690, atom 69 (N): -0.0326, atom 70 (C): -0.2142, atom 71 (C): -0.2027, atom 72 (O): -0.2619, atom 73 (C): -0.0873, atom 74 (H): 0.0560, atom 75 (H): 0.1014, atom 76 (H): 0.0895, atom 77 (H): 0.1148, atom 78 (H): 0.1233, atom 79 (H): 0.1278, atom 80 (H): 0.1048, atom 81 (H): 0.0903, atom 82 (H): 0.1111, atom 83 (H): 0.1205, atom 84 (H): 0.1055, atom 85 (H): 0.1375, atom 86 (H): 0.0920, atom 87 (H): 0.0804, atom 88 (H): 0.0884, atom 89 (C): -0.1002, atom 90 (O): -0.1761, atom 91 (C): -0.2518, atom 92 (C): -0.1664, atom 93 (N): -0.0838, atom 94 (C): -0.1982, atom 95 (C): -0.1851, atom 96 (O): -0.2199, atom 97 (C): -0.0904, atom 98 (H): 0.0782, atom 99 (H): 0.0604